Entry 1
The following is a quantum chemistry calculation of a gas-phase ion, C4H9NO (charge +1), from the Open Molecules 2025 dataset.

Geometry (Å):
C1 -0.5221 1.6192 0.8796
C2 0.4181 0.6294 0.2161
N1 -0.1410 -0.6239 -0.0819
C3 -1.4564 -1.0856 0.3455
C4 0.4579 -1.3435 -1.1877
O1 1.5042 0.9216 -0.2043
H1 -1.2598 2.0356 0.1993
H2 -0.9521 1.1721 1.7761
H3 0.0936 2.4397 1.2469
H4 -1.6466 -2.0957 0.0077
H5 -2.2634 -0.4348 -0.0003
H6 -1.4561 -1.0320 1.4350
H7 0.5718 -0.7370 -2.0915
H8 1.4531 -1.7151 -0.9258
H9 -0.1871 -2.1489 -1.5240

Its HOMO-LUMO gap (alpha / beta) is 0.466 / 0.271 Eh. As for the multiplicity: 2. As for the total charge: +1. The calculation puts the HOMO energy (alpha / beta) at -0.59562 / -0.58774 Ha. As for the expectation value of S²: 0.765.

=====

Entry 2
The following is a quantum chemistry calculation of a gas-phase ion, C4H9NO (charge +1), from the Open Molecules 2025 dataset.

Geometry (Å):
N1 0.7925 1.4787 1.2766
C1 0.1365 1.2001 0.1687
C2 0.1829 -0.2694 -0.2812
C3 -0.5761 -0.4237 -1.6150
C4 -0.2884 -1.1977 0.8375
O1 -0.4627 2.0931 -0.4354
H1 1.5653 0.8980 1.5707
H2 0.8600 2.4152 1.6238
H3 1.2154 -0.5078 -0.5435
H4 -0.2709 0.3759 -2.2764
H5 -1.6415 -0.3192 -1.4180
H6 -0.2468 -1.2977 -2.1692
H7 -0.2820 -0.7890 1.8447
H8 -1.2832 -1.5753 0.6270
H9 0.2990 -2.0813 0.7898

Its HOMO-LUMO gap (alpha / beta) is 0.458 / 0.275 Eh. As for the multiplicity: 2. As for the total charge: +1. The calculation puts the HOMO energy (alpha / beta) at -0.61583 / -0.61354 Ha. As for the expectation value of S²: 0.755.

=====

Last place for stability: entry 2

=====

Entry 1
The following is a quantum chemistry calculation of a molecular structure, C3H8N4O, from the Open Molecules 2025 dataset.

Geometry (Å):
C1 0.0239 2.4123 -0.1231
C2 -0.5186 0.1548 0.3959
C3 0.1074 -0.3644 -0.8609
H1 0.8468 1.7838 -0.4865
H2 -0.7465 2.5925 -0.9363
H3 0.4561 3.1425 0.5964
H4 -0.3302 -0.6242 2.4266
H5 -0.3326 -2.6258 0.3895
H6 1.8533 -1.9551 -0.8584
H7 0.8623 -1.8098 0.8545
H8 -0.7527 0.7924 -2.1210
N1 -0.7315 1.4089 0.7704
N2 -0.4418 -0.9639 1.2851
N3 0.8183 -1.7792 -0.4267
N4 0.0017 0.0124 -2.1512
O1 -1.1159 -2.1770 1.2455

Its HOMO-LUMO gap is 0.309 Eh. The calculation puts the HOMO energy at -0.32899 Ha.

=====

Entry 2
The following is a quantum chemistry calculation of a single C3H8N4O molecule, from the Open Molecules 2025 dataset.

Geometry (Å):
C1 0.2709 -0.4861 3.2019
C2 0.7331 -0.0803 2.0168
N1 -0.1264 -0.1822 0.9139
C3 -0.0065 0.1541 -0.4343
N2 -0.9684 -0.1553 -1.2884
O1 -1.9434 -1.0368 -0.7072
N3 1.1523 0.7246 -0.9844
N4 1.0713 1.1848 -2.3182
H1 0.8450 -0.5551 4.0658
H2 -0.7076 -0.9774 3.1279
H3 1.7018 0.3609 1.7380
H4 -1.1505 -0.5258 1.0101
H5 -2.2562 -1.4967 -1.5275
H6 2.0299 0.9826 -0.4581
H7 0.1989 1.6264 -2.4521
H8 0.9995 0.3489 -2.8141

Its HOMO-LUMO gap is 0.332 Eh. The calculation puts the HOMO energy at -0.29596 Ha. As for the SMILES: C=CN/C(=N\O)NN.

=====

Last place for stability: entry 1

=====

Entry 1
The following is a quantum chemistry calculation of a single C6H13P molecule, from the Open Molecules 2025 dataset.

Geometry (Å):
C1 3.2674 -0.6985 -0.1330
C2 1.8593 -0.9641 -0.0559
P1 0.4761 0.0272 0.0640
C3 1.3349 1.6900 0.3053
C4 -1.4972 0.9396 -0.3999
C5 -2.5013 -0.0873 -0.7559
C6 -3.0494 -0.8245 0.4644
H1 3.3384 0.3778 0.0020
H2 3.8399 -0.9885 -1.1099
H3 3.8070 -1.2025 0.6531
H4 1.4866 -1.9849 -0.0158
H5 2.2336 1.4872 0.9068
H6 0.7271 2.4842 0.6697
H7 1.5974 1.7229 -0.7816
H8 -1.7652 1.1873 0.6269
H9 -3.2758 0.5383 -1.1531
H10 -2.2734 -0.8401 -1.6537
H11 -2.3192 -0.9703 1.1561
H12 -3.5709 -1.8019 0.3678
H13 -3.7154 -0.0918 0.8425

Its HOMO-LUMO gap is 0.288 Eh. The calculation puts the HOMO energy at -0.28857 Ha. As for the SMILES: C/C=P(\C)=C/CC.

=====

Entry 2
The following is a quantum chemistry calculation of a single C6H13P molecule, from the Open Molecules 2025 dataset.

Geometry (Å):
H1 -3.6119 -0.2081 -1.1343
P1 -2.8602 -0.3781 0.0418
C1 -1.4971 0.4423 -0.4482
C2 -0.2457 0.6063 0.6038
C3 0.2427 2.0444 0.5252
C4 0.8513 -0.4133 0.2425
C5 1.0149 -0.5888 -1.2687
C6 0.5623 -1.7686 0.8818
H2 -1.3610 0.9372 -1.3937
H3 -0.6327 0.3917 1.6008
H4 0.7156 2.2402 -0.4348
H5 -0.5889 2.7369 0.6454
H6 0.9680 2.2432 1.3124
H7 1.7994 -0.0367 0.6452
H8 0.1150 -1.0252 -1.6982
H9 1.8457 -1.2596 -1.4780
H10 1.2124 0.3599 -1.7607
H11 0.5322 -1.6864 1.9655
H12 -0.3973 -2.1516 0.5388
H13 1.3353 -2.4857 0.6133

Its HOMO-LUMO gap is 0.365 Eh. The calculation puts the HOMO energy at -0.34697 Ha. As for the SMILES: [H]/P=C/[C@H](C)C(C)C.

=====

Entry 3
The following is a quantum chemistry calculation of a single C6H13P molecule, from the Open Molecules 2025 dataset.

Geometry (Å):
H1 -1.5872 -1.6764 -3.0161
P1 -0.6079 -1.8854 -2.1611
C1 -0.3054 -0.2489 -1.7958
C2 0.7827 0.1495 -0.8196
C3 1.6603 1.3115 -1.3769
C4 0.2455 0.5080 0.6316
C5 -0.4113 -0.6811 1.2553
C6 -1.1200 -0.3953 2.5781
H2 -0.7554 0.5346 -2.3690
H3 1.3135 -0.8693 -0.7889
H4 0.9277 2.2039 -1.3802
H5 1.8088 0.9617 -2.4244
H6 2.4998 1.6946 -0.7691
H7 0.9880 1.0395 1.1986
H8 -0.5713 1.2077 0.5963
H9 -1.1526 -1.2149 0.6364
H10 0.4836 -1.4574 1.4129
H11 -0.6252 0.1141 3.3059
H12 -1.4839 -1.4261 3.0401
H13 -2.0896 0.1297 2.2459

Its HOMO-LUMO gap is 0.346 Eh. The calculation puts the HOMO energy at -0.33888 Ha. As for the SMILES: [H]/P=C/[C@@H](C)CCC.

=====

Last place for stability: entry 1

=====

Entry 1
The following is a quantum chemistry calculation of a gas-phase ion, C5H12NO (charge -1), from the Open Molecules 2025 dataset.

Geometry (Å):
C1 -1.7739 0.0411 -2.4891
C2 -1.1910 -0.4345 -1.0822
N1 -0.3264 0.6660 -0.5912
C3 0.1096 0.2812 0.8253
C4 0.8603 1.6372 1.2502
C5 1.1049 -0.9151 0.6670
O1 1.3219 -1.4946 1.8435
H1 -0.9649 0.1365 -3.2172
H2 -1.9685 1.0991 -2.4241
H3 -2.7276 -0.4748 -2.7876
H4 -0.7712 -1.4559 -1.3615
H5 -2.0448 -0.4038 -0.4619
H6 0.3906 0.6680 -1.2705
H7 -0.7954 0.0538 1.4346
H8 1.5749 1.7863 2.1129
H9 1.5523 1.9550 0.5084
H10 0.0969 2.3906 1.5443
H11 0.6347 -1.5924 0.0117
H12 2.0735 -0.5270 0.2746

Its HOMO-LUMO gap is 0.213 Eh. As for the total charge: -1. The calculation puts the HOMO energy at -0.07274 Ha. As for the SMILES: CCN[C@H](C)C[O-].

=====

Entry 2
The following is a quantum chemistry calculation of a gas-phase ion, C5H12NO (charge -1), from the Open Molecules 2025 dataset.

Geometry (Å):
C1 1.5633 1.3086 -0.9773
C2 1.0084 1.2542 0.4363
N1 0.8656 -0.1329 0.9158
C3 -0.4913 -0.4682 1.3937
C4 -1.4983 -0.4802 0.2431
C5 -1.0849 -1.4910 -0.8711
O1 0.0191 -1.1782 -1.5704
H1 2.2842 0.4909 -1.0771
H2 1.9472 2.2882 -1.2119
H3 0.7544 1.0218 -1.6516
H4 1.7284 1.7224 1.1357
H5 0.0692 1.7639 0.6230
H6 0.9854 -0.7347 0.1053
H7 -0.7641 0.3549 2.0695
H8 -0.3522 -1.4542 1.8057
H9 -1.5584 0.5500 -0.1249
H10 -2.4850 -0.7559 0.5416
H11 -1.9973 -1.6136 -1.5041
H12 -0.9939 -2.4461 -0.2812

Its HOMO-LUMO gap is 0.251 Eh. As for the total charge: -1. The calculation puts the HOMO energy at -0.09152 Ha. As for the SMILES: CCNCCC[O-].

=====

Last place for stability: entry 1

=====

Entry 1
The following is a quantum chemistry calculation of a gas-phase ion, C5H12NO (charge -1), from the Open Molecules 2025 dataset.

Geometry (Å):
C1 -2.2564 1.2328 2.5561
C2 -1.4377 0.2813 1.6228
C3 -0.6017 1.0625 0.5997
N1 -0.4594 -0.0074 -0.5197
C4 0.9937 -0.4106 -0.5741
C5 1.4042 -1.0390 -1.9822
O1 2.6680 -1.3241 -1.9958
H1 -1.5171 1.8275 3.1435
H2 -2.8125 0.6512 3.3018
H3 -2.9911 1.9268 2.1588
H4 -2.2135 -0.3807 1.0838
H5 -0.9353 -0.3999 2.2033
H6 -0.7926 2.0476 0.1315
H7 0.4214 1.0025 1.0629
H8 -0.7986 0.4535 -1.4137
H9 1.6019 0.3995 -0.6269
H10 1.2334 -1.1927 0.2298
H11 1.2210 -0.5143 -2.9225
H12 0.8425 -1.9389 -2.0819

Its HOMO-LUMO gap is 0.194 Eh. As for the total charge: -1. The calculation puts the HOMO energy at -0.06611 Ha. As for the SMILES: CCCNCC[O-].

=====

Entry 2
The following is a quantum chemistry calculation of a gas-phase ion, C5H12NO (charge -1), from the Open Molecules 2025 dataset.

Geometry (Å):
C1 -0.7073 1.0532 -1.9627
C2 0.1241 0.2942 -0.8933
N1 1.2277 1.1540 -0.5283
C3 -0.9717 -0.0557 0.2391
C4 -0.3785 -0.5892 1.5786
C5 0.8683 -1.4950 1.4107
O1 1.9865 -0.7701 1.3276
H1 -1.3246 0.2509 -2.4217
H2 0.1331 1.1802 -2.7296
H3 -1.2166 1.9776 -1.7575
H4 0.2915 -0.6034 -1.4749
H5 1.5682 0.8009 0.4598
H6 0.9152 2.0790 -0.2536
H7 -1.2908 -0.9651 -0.2986
H8 -1.5801 0.8873 0.4043
H9 -0.0625 0.3757 2.0411
H10 -1.2210 -1.1542 2.0461
H11 0.7465 -2.1669 0.5349
H12 0.8918 -2.2535 2.2779

Its HOMO-LUMO gap is 0.241 Eh. As for the total charge: -1. The calculation puts the HOMO energy at -0.09212 Ha. As for the SMILES: C[C@@H](N)CCC[O-].

=====

Entry 3
The following is a quantum chemistry calculation of a gas-phase ion, C5H12NO (charge -1), from the Open Molecules 2025 dataset.

Geometry (Å):
C1 2.0395 -0.8275 0.9614
C2 0.4986 -0.9167 0.6027
C3 -0.2151 0.3505 0.1356
C4 -0.8757 1.2513 1.3396
N1 -1.4068 0.1017 -0.8265
C5 -0.8604 -0.2090 -2.4330
O1 -1.1967 0.6017 -3.3653
H1 2.2495 -1.8479 1.3940
H2 2.4382 -0.0127 1.6532
H3 2.4823 -0.6403 -0.0282
H4 -0.1551 -1.3083 1.4877
H5 0.4592 -1.6672 -0.1715
H6 0.3205 1.1618 -0.3259
H7 -0.1365 1.4753 2.2819
H8 -0.9193 2.2835 1.0521
H9 -1.8179 0.7473 1.7461
H10 -1.7870 1.0563 -1.0229
H11 0.1126 -0.3548 -1.9433
H12 -1.2300 -1.2450 -2.5376

Its HOMO-LUMO gap is 0.238 Eh. As for the total charge: -1. The calculation puts the HOMO energy at -0.09838 Ha. As for the SMILES: CC[C@H](C)NC[O-].

=====

Last place for stability: entry 1

=====

Entry 1
The following is a quantum chemistry calculation of a molecular structure, C4H13NO3, from the Open Molecules 2025 dataset.

Geometry (Å):
C1 0.1582 2.4372 0.9850
C2 -0.7807 1.6353 0.0856
C3 -2.1338 1.9886 -0.0095
C4 -0.9653 -0.3614 -1.1666
N1 -0.0870 0.5963 -0.4061
H1 0.7943 1.8841 1.6928
H2 0.7985 2.8394 0.2200
H3 -0.3895 3.2836 1.3664
H4 -2.5464 2.6458 0.6819
H5 -2.7201 1.6973 -0.8759
H6 -1.1709 -0.0313 -2.1454
H7 -0.3445 -1.2280 -1.1889
H8 -0.3863 -3.8428 -0.6790
H9 1.2658 -2.9221 -0.2946
O1 0.1062 -3.2160 -0.1528
H10 3.0638 -3.1767 -0.3937
H11 1.0822 0.1427 0.7333
O2 2.4044 -2.5165 -0.1561
H12 2.0493 -1.0496 0.9435
H13 -1.9121 -0.5614 -0.6707
O3 1.7141 -0.2445 1.4308

Its HOMO-LUMO gap (alpha / beta) is 0.216 / 0.198 Eh. As for the multiplicity: 2. As for the total charge: +1. The calculation puts the HOMO energy (alpha / beta) at -0.52114 / -0.51243 Ha. As for the expectation value of S²: 1.057.

=====

Entry 2
The following is a quantum chemistry calculation of 4 unconnected molecules or ions with the total composition C4H13NO3, from the Open Molecules 2025 dataset.

Geometry (Å):
C1 -2.8710 1.8264 1.5289
C2 -1.6480 2.6391 1.1628
C3 -0.9227 2.2355 0.0904
N1 0.4003 2.5916 -0.0544
C4 0.6357 3.6757 -0.6732
H1 -2.4589 0.9377 1.9134
H2 -3.4718 1.5405 0.6831
H3 -3.5008 2.4421 2.1215
H4 -1.2334 3.4258 1.8554
H5 -1.2235 1.5469 -0.6282
H6 0.0853 4.4876 -1.1451
H7 1.7890 3.9031 -0.6016
H8 1.5245 -1.6892 0.5607
H9 -0.0437 -1.0331 0.3673
O1 0.5592 -1.9746 0.3290
H10 1.5820 -3.3986 2.5823
H11 2.5941 -4.2126 3.1166
O2 2.2278 -3.9716 2.2884
H12 1.3390 -5.4779 -5.2475
H13 2.7038 -4.7355 -4.8007
O3 1.9333 -4.7588 -5.4492

Its HOMO-LUMO gap (alpha / beta) is 0.298 / 0.160 Eh. As for the multiplicity: 2. As for the total charge: +1. The calculation puts the HOMO energy (alpha / beta) at -0.47078 / -0.47078 Ha. As for the expectation value of S²: 0.759.

=====

Entry 3
The following is a quantum chemistry calculation of 4 unconnected molecules or ions with the total composition C4H13NO3, from the Open Molecules 2025 dataset.

Geometry (Å):
C1 -1.8613 -2.7988 -0.0761
C2 -1.0515 -1.5531 -0.2746
C3 -1.4604 -0.3818 -0.8599
N1 -0.5242 0.5557 -1.1529
C4 -0.6850 1.8241 -1.0255
H1 -1.3474 -3.7367 -0.3072
H2 -2.8503 -2.7603 -0.5381
H3 -1.9660 -3.0141 1.0288
H4 0.0357 -1.6476 -0.0725
H5 -2.4055 -0.3455 -1.3876
H6 -1.4641 2.4636 -0.6091
H7 0.2248 2.3529 -1.3908
H8 2.1074 0.9752 -0.6191
H9 1.6853 -0.2652 -1.2142
O1 2.2525 0.0261 -0.4871
H10 0.0347 0.7310 1.5540
H11 1.3639 0.2093 0.9027
O2 0.8192 0.1683 1.7244
H12 2.2002 2.1581 2.3319
H13 2.8874 2.5655 1.0376
O3 2.0046 2.4733 1.4354

Its HOMO-LUMO gap (alpha / beta) is 0.319 / 0.210 Eh. As for the multiplicity: 2. As for the total charge: +1. The calculation puts the HOMO energy (alpha / beta) at -0.50753 / -0.50441 Ha. As for the expectation value of S²: 0.757.

=====

Last place for stability: entry 1